{"formula": "C2H2N4O", "method": "the ωB97M-V functional and the def2-TZVPD basis", "symbols": ["O", "C", "C", "N", "N", "N", "N", "H", "H"], "xyz": [[-1.0540, 0.6706, -1.6855], [-0.2229, -0.3893, -1.3165], [0.1941, -0.4153, 0.1008], [1.2962, -0.7894, 0.7522], [1.1800, -0.2353, 1.9491], [0.2267, 0.5549, 2.0219], [-0.3718, 0.5993, 0.8324], [-1.3923, 1.1059, -0.7699], [0.1441, -1.1013, -1.8846]], "forces_ev_per_angstrom": [[1.514, -3.467, 2.248], [-2.602, 6.748, 6.376], [-0.904, 3.649, -1.932], [0.431, -2.483, 0.520], [4.514, -3.037, -0.617], [-3.986, 3.013, -1.827], [-1.725, -0.433, 0.956], [1.497, -1.105, -1.753], [1.262, -2.885, -3.971]], "relative_energy_kj_mol": 256.60, "gap_ev": 7.84, "charge": 0, "energy_ha": -371.5226, "lumo_energy_ha": -0.0952, "smiles": "OC=C1N=NN=N1", "e_homo_ev": -10.428}

{"formula": "C2H2N4O", "method": "the ωB97M-V functional and the def2-TZVPD basis", "symbols": ["C", "C", "N", "N", "N", "N", "O", "H", "H"], "xyz": [[-2.1825, -0.1615, 0.5151], [0.1488, 0.0989, -0.2247], [-3.1769, -0.6668, 0.7548], [1.6713, 1.3906, 0.6028], [-1.0100, 0.2766, 0.1265], [0.8059, -0.7797, -0.9803], [1.4968, 2.0220, 1.5536], [1.7226, -0.3906, -1.0870], [0.5241, -1.7896, -1.2608]], "forces_ev_per_angstrom": [[2.123, 0.030, -1.105], [-1.352, -0.934, -0.389], [-1.763, -0.413, 0.695], [0.569, -0.303, -0.606], [-0.224, 0.472, 0.743], [-0.322, -0.658, 0.205], [-0.431, 0.122, 0.265], [0.842, -0.982, -0.531], [0.558, 2.667, 0.722]], "s_squared": 2.01, "relative_energy_kj_mol": 0.00, "gap_ev": [8.45, 9.11], "charge": 0, "energy_ha": -371.4876, "multiplicity": 3, "lumo_energy_ha": [0.0044, -0.0527], "e_homo_ev": [-8.327, -10.542]}

{"formula": "C2H2N4O2", "method": "the ωB97M-V functional and the def2-TZVPD basis", "symbols": ["H", "N", "C", "N", "N", "O", "C", "O", "N", "H"], "xyz": [[-1.7939, -1.5366, 0.6703], [-2.1498, -0.6181, 0.2709], [-1.1026, 0.0452, 0.0162], [-1.0571, 1.4029, -0.5244], [0.0036, 2.1103, -0.1732], [1.1546, 1.4734, 0.5211], [1.0498, 0.0958, 0.0037], [2.0717, -0.6893, -0.1875], [-0.0081, -0.5455, -0.3938], [1.8318, -1.7380, -0.2034]], "forces_ev_per_angstrom": [[-0.754, 1.061, -1.138], [-0.064, 0.376, 2.226], [-3.354, 0.176, -2.502], [4.023, 3.480, 3.509], [-4.571, -1.636, -2.033], [-1.621, -5.101, -2.397], [-0.432, -1.312, -0.183], [3.338, -1.734, 1.007], [3.261, 0.493, 1.563], [0.173, 4.197, -0.053]], "relative_energy_kj_mol": 623.84, "gap_ev": 9.45, "charge": 0, "energy_ha": -446.7351, "lumo_energy_ha": -0.0324, "smiles": "[H]/N=c1/nnoc(O)n1", "e_homo_ev": -10.328}

{"formula": "C2H2N4O2", "method": "the ωB97M-V functional and the def2-TZVPD basis", "symbols": ["H", "N", "C", "O", "C", "N", "H", "N", "N", "O"], "xyz": [[-1.7728, 0.3719, 1.3551], [-1.0018, -0.2249, 1.1477], [-0.7419, -0.4552, -0.0355], [-1.2796, 0.0880, -1.1314], [0.1391, -1.5192, -0.3071], [0.7223, -2.4980, -0.4362], [-2.0572, 0.6851, -0.7146], [0.9066, 1.3258, -0.2024], [1.9970, 1.2136, 0.0058], [3.0884, 1.0128, 0.3185]], "forces_ev_per_angstrom": [[-0.470, 0.864, -0.036], [0.112, -0.779, 2.112], [-1.239, 0.363, -0.689], [-3.150, 1.932, 1.100], [1.210, -1.568, -0.414], [0.201, 0.151, -0.147], [2.504, -1.693, -1.863], [0.451, 1.037, -0.517], [-1.982, -0.159, 0.145], [2.363, -0.148, 0.310]], "relative_energy_kj_mol": 434.86, "gap_ev": 11.40, "charge": 0, "energy_ha": -446.8071, "lumo_energy_ha": 0.0112, "smiles": "[H]/N=C(\\O)C#N.N#[N+][O-]", "e_homo_ev": -11.091}

{"formula": "C2H2N4O2", "method": "the ωB97M-V functional and the def2-TZVPD basis", "symbols": ["C", "C", "H", "H", "N", "N", "N", "N", "O", "O"], "xyz": [[0.0437, 0.7372, 0.4260], [0.5951, -1.2282, -0.8596], [-0.9614, 2.1550, 1.5825], [0.6729, -1.2104, 1.5149], [-0.6569, 1.2277, -0.5633], [-0.9934, 0.3823, -1.4732], [-0.5521, -0.7556, -1.7258], [0.6564, -0.4707, 0.3788], [-0.0402, 1.4825, 1.6245], [1.2359, -2.3197, -0.9047]], "forces_ev_per_angstrom": [[-1.065, 1.142, 2.373], [0.666, -3.703, 1.234], [4.101, -3.026, -0.448], [0.296, 3.094, -4.603], [1.200, 1.049, 1.444], [-2.110, -0.902, -2.799], [2.856, -0.899, 1.096], [-0.512, -1.989, 4.011], [-2.654, 0.445, -1.759], [-2.777, 4.789, -0.549]], "relative_energy_kj_mol": 533.20, "gap_ev": 8.64, "charge": 0, "energy_ha": -446.7696, "lumo_energy_ha": -0.0364, "e_homo_ev": -9.631}

{"formula": "C2H2N4O2", "method": "the ωB97M-V functional and the def2-TZVPD basis", "symbols": ["O", "C", "C", "N", "N", "N", "N", "O", "H", "H"], "xyz": [[-0.5311, 1.0792, -1.5153], [-0.3101, 0.2754, -0.6271], [-0.5730, -1.1176, -0.6618], [-0.0576, -1.9017, 0.2306], [0.5856, -1.4284, 1.3554], [0.6748, -0.2083, 1.5394], [0.2812, 0.6107, 0.5609], [0.7190, 1.8778, 0.6834], [-1.0508, -1.5327, -1.5314], [0.2621, 2.3456, -0.0340]], "forces_ev_per_angstrom": [[0.114, 0.468, 0.367], [-0.352, 0.472, -0.620], [1.012, -0.847, 0.972], [-0.341, -0.714, -0.209], [-0.977, -1.317, -0.503], [0.629, 1.928, -0.370], [0.097, -0.391, 0.073], [0.167, 0.554, 0.713], [-0.222, -0.237, -0.095], [-0.128, 0.085, -0.327]], "relative_energy_kj_mol": 511.84, "gap_ev": 9.63, "charge": 0, "energy_ha": -446.7778, "lumo_energy_ha": -0.0322, "smiles": "O=c1cnnnn1O", "e_homo_ev": -10.503}

{"formula": "C2H2N4O2", "method": "the ωB97M-V functional and the def2-TZVPD basis", "symbols": ["N", "C", "O", "N", "C", "O", "H", "H", "N", "N"], "xyz": [[0.7457, -1.1345, 1.4488], [-0.0792, -0.5700, 0.5356], [-1.2453, -0.1296, 0.7081], [0.5493, -0.5937, -0.7804], [-0.0589, -0.2625, -1.7915], [-0.5092, 0.1101, -2.8014], [1.6207, -1.6306, 1.1729], [0.4192, -1.2627, 2.4018], [-0.2788, 2.5017, -0.7517], [-1.1635, 2.9717, -0.1422]], "forces_ev_per_angstrom": [[0.712, -0.492, 0.150], [-2.585, 0.468, -0.768], [3.705, -1.274, -0.090], [-0.756, -0.057, 0.638], [-0.097, 0.891, -0.756], [0.434, -0.757, 1.145], [-1.402, 0.929, 0.173], [-0.005, 0.160, -0.505], [-7.576, 4.113, 5.231], [7.570, -3.981, -5.220]], "relative_energy_kj_mol": 0.00, "gap_ev": 11.29, "charge": 0, "energy_ha": -446.9727, "lumo_energy_ha": 0.0242, "smiles": "NC(=O)N=C=O.N#N", "e_homo_ev": -10.637}

{"formula": "C2H2N4O2", "method": "the ωB97M-V functional and the def2-TZVPD basis", "symbols": ["O", "C", "N", "C", "N", "N", "O", "N", "H", "H"], "xyz": [[-0.0373, -2.4720, -1.9151], [-0.3243, -1.4873, -1.3374], [0.7235, -0.7014, -0.7190], [0.2720, 0.2435, 0.0138], [-1.1588, 0.6250, 0.4388], [-1.0724, 1.4237, 1.3677], [0.1996, 1.7919, 1.5994], [1.0358, 1.2151, 0.6125], [-1.4725, -1.2528, -1.1386], [1.8343, 0.6144, 1.0779]], "forces_ev_per_angstrom": [[0.285, -1.123, -1.114], [-1.335, 0.524, 1.652], [-2.066, 0.904, 0.215], [-1.708, 0.476, -0.536], [1.070, -1.020, -0.391], [-0.074, -0.535, -1.095], [1.259, 0.669, 0.785], [1.942, -2.299, 1.420], [2.204, 0.244, -0.306], [-1.577, 2.159, -0.630]], "relative_energy_kj_mol": 536.24, "gap_ev": 9.67, "charge": 0, "energy_ha": -446.7685, "lumo_energy_ha": -0.0232, "smiles": "O=C/N=c1\\nno[nH]1", "e_homo_ev": -10.298}

{"formula": "C2H2N4O2", "method": "the ωB97M-V functional and the def2-TZVPD basis", "symbols": ["H", "N", "C", "N", "N", "C", "O", "O", "N", "H"], "xyz": [[0.4483, -2.5116, 1.1411], [-0.3332, -1.8965, 0.9701], [-0.0889, -0.9743, 0.0461], [1.3057, -0.5460, -0.4604], [1.4740, 0.7522, -0.4459], [0.4556, 1.6818, -0.2426], [0.6114, 2.8675, -0.0711], [-0.8452, 1.2026, -0.2403], [-1.0453, -0.2071, -0.5735], [-1.9825, -0.3688, -0.1235]], "forces_ev_per_angstrom": [[0.603, 0.101, 0.061], [0.120, 3.015, -3.673], [1.429, -2.067, 2.433], [-1.625, 3.586, 1.594], [1.417, -4.478, -1.098], [-2.470, 1.347, 0.855], [0.263, -2.036, -0.306], [0.672, 0.045, -0.411], [-1.539, 0.489, 1.264], [1.131, -0.001, -0.718]], "relative_energy_kj_mol": 526.12, "gap_ev": 8.48, "charge": 0, "energy_ha": -446.7723, "lumo_energy_ha": -0.0754, "smiles": "[H]/N=c1\\nnc(=O)o[nH]1", "e_homo_ev": -10.533}

{"formula": "C2H2N4O2S", "method": "the ωB97M-V functional and the def2-TZVPD basis", "symbols": ["C", "C", "N", "N", "N", "N", "O", "O", "S", "H", "H"], "xyz": [[0.3878, -1.6617, -0.1707], [-2.3299, 0.2332, -0.0181], [-0.7932, -1.4084, -0.0290], [-1.9241, -0.9235, -0.3640], [1.5071, 1.0101, -0.9525], [1.7239, 1.7531, -0.1416], [2.7819, -0.9736, 0.7349], [1.8790, 2.5767, 0.6406], [2.0029, -1.9226, -0.1199], [-1.7605, 0.8500, 0.7120], [-3.4750, 0.4666, -0.2918]], "forces_ev_per_angstrom": [[-1.797, 1.134, 0.310], [-2.399, 0.221, 0.591], [3.035, -0.926, 0.949], [-0.992, 0.472, -1.292], [0.214, 0.298, 0.366], [-0.924, -2.045, -2.756], [-0.693, -0.064, -0.197], [0.666, 1.961, 2.296], [0.290, -0.548, -0.085], [-0.446, -0.168, -0.745], [3.046, -0.334, 0.563]], "relative_energy_kj_mol": 255.02, "gap_ev": [8.01, 8.01], "charge": 0, "energy_ha": -844.8853, "lumo_energy_ha": [-0.0171, -0.0171], "e_homo_ev": [-8.472, -8.473]}

What did the fifth record say?
{"formula": "C2H2N4O2", "method": "the ωB97M-V functional and the def2-TZVPD basis", "symbols": ["C", "C", "H", "H", "N", "N", "N", "N", "O", "O"], "xyz": [[0.0437, 0.7372, 0.4260], [0.5951, -1.2282, -0.8596], [-0.9614, 2.1550, 1.5825], [0.6729, -1.2104, 1.5149], [-0.6569, 1.2277, -0.5633], [-0.9934, 0.3823, -1.4732], [-0.5521, -0.7556, -1.7258], [0.6564, -0.4707, 0.3788], [-0.0402, 1.4825, 1.6245], [1.2359, -2.3197, -0.9047]], "forces_ev_per_angstrom": [[-1.065, 1.142, 2.373], [0.666, -3.703, 1.234], [4.101, -3.026, -0.448], [0.296, 3.094, -4.603], [1.200, 1.049, 1.444], [-2.110, -0.902, -2.799], [2.856, -0.899, 1.096], [-0.512, -1.989, 4.011], [-2.654, 0.445, -1.759], [-2.777, 4.789, -0.549]], "relative_energy_kj_mol": 533.20, "gap_ev": 8.64, "charge": 0, "energy_ha": -446.7696, "lumo_energy_ha": -0.0364, "e_homo_ev": -9.631}

> Which value of charge does entry 7 give?

0